# 1
# C4H6F2S

One molecule with the formula C4H6F2S in a non-equilibrium geometry (the ωB97M-V functional and the def2-TZVPD basis, the OMol25 dataset).

Summary:
- Molar mass: 124.16 g mol⁻¹
- HOMO: -9.545 eV
- Kohn-Sham gap: 10.32 eV
- E_LUMO: 0.0285 Ha
- Energy relative to the best compared isomer or geometry (same formula, charge and spin): 13.72 kcal/mol
- Maximum force: 2.8 eV Å⁻¹

Structure (XYZ):
```
13
C4H6F2S | the OMol25 dataset | the ωB97M-V functional and the def2-TZVPD basis
F -2.7157 -0.1254 -0.1557
C -1.8133 0.8704 -0.2955
F -1.9052 1.6994 0.9146
C -0.4617 0.3793 -0.4274
C -0.0468 -0.6928 0.1367
C 1.3857 -1.0958 0.2609
S 2.5661 0.0784 -0.5715
H -2.2038 1.5358 -1.0715
H 0.1277 1.0281 -1.0165
H -0.8151 -1.3595 0.5129
H 1.5627 -1.0316 1.3681
H 1.5385 -2.0339 -0.1946
H 2.7809 0.7476 0.5394
```

# 2
# C31H89N7O10

A 10-piece molecular cluster, C31H89N7O10 overall in a non-equilibrium geometry (the ωB97M-V functional and the def2-TZVPD basis, the OMol25 dataset).

Summary:
- Molar mass: 720.09 g mol⁻¹
- HOMO: -8.894 eV
- Kohn-Sham gap: 9.45 eV
- E_LUMO: 0.0204 Ha
- Energy relative to the best compared isomer or geometry (same formula, charge and spin): 69.83 kcal/mol
- Maximum force: 2.5 eV Å⁻¹

Structure (XYZ):
```
137
C31H89N7O10 | the OMol25 dataset | the ωB97M-V functional and the def2-TZVPD basis
C 9.4353 6.5271 18.9611
O 9.3844 7.9474 19.0161
C 8.0993 8.5119 19.0791
C 7.6534 9.0648 17.7000
C 8.5723 10.2702 17.3814
N 6.2665 9.5327 17.7317
H 10.4580 6.2692 18.8114
H 8.7754 6.2201 18.1745
H 9.1371 6.2353 19.9680
H 7.3887 7.8303 19.5390
H 8.2424 9.4027 19.7194
H 7.6989 8.2584 16.9864
H 8.3032 10.6438 16.3806
H 9.5894 9.9666 17.3341
H 8.5048 11.1481 18.0243
H 5.6463 8.8037 18.0046
H 6.1370 10.3681 18.3380
C 11.5634 11.7765 23.5295
O 10.6203 11.7760 24.5483
C 9.3067 11.6290 24.0432
C 8.3736 11.2135 25.2366
C 8.7265 9.8182 25.7211
N 6.9684 11.3104 24.9958
H 11.2934 12.3995 22.6116
H 11.8337 10.8075 23.0902
H 12.4735 12.2162 24.0031
H 8.9058 12.5492 23.5076
H 9.3338 10.8282 23.3010
H 8.6139 11.8870 26.0890
H 9.8131 9.6796 25.7537
H 8.2797 9.0579 25.0494
H 8.3091 9.6883 26.6900
H 6.6251 12.2524 25.0416
H 6.6503 10.9549 24.0906
C 16.2285 15.1724 17.5627
O 16.4088 16.2954 18.4402
C 16.6545 15.8149 19.7838
C 16.7925 17.0048 20.8023
C 17.8474 18.1033 20.3998
N 17.0704 16.4799 22.1101
H 17.2210 14.6933 17.3499
H 15.8473 15.5334 16.6230
H 15.5810 14.4291 18.0258
H 15.9687 15.0365 20.0779
H 17.6370 15.3209 19.8819
H 15.8129 17.4523 20.7697
H 17.6758 18.3980 19.3951
H 18.8588 17.7288 20.5297
H 17.5832 18.8844 21.1178
H 17.9128 15.8857 22.1301
H 17.1970 17.1803 22.7992
C 12.0305 7.9845 16.1999
O 12.4593 8.5035 14.9933
C 12.4055 7.7010 13.8871
C 13.5536 7.9156 12.8587
C 13.7542 9.3378 12.3865
N 13.3278 7.0283 11.6814
H 11.0066 7.6296 16.2084
H 12.1495 8.7098 16.9869
H 12.6320 7.1195 16.4722
H 12.4357 6.6346 14.1840
H 11.4432 7.8416 13.3952
H 14.4710 7.5867 13.4203
H 14.0336 9.9743 13.2102
H 12.8882 9.6920 11.7921
H 14.6343 9.2757 11.7437
H 13.3495 6.0332 11.9188
H 12.3971 7.1553 11.3230
C 20.3677 13.0088 19.8963
O 19.5769 11.8477 19.6262
C 20.4273 10.8579 19.0026
C 19.5317 9.6578 18.7760
C 19.0521 9.0571 20.0896
N 20.1519 8.6518 17.9845
H 20.5340 13.5284 18.9359
H 21.2586 12.8659 20.5130
H 19.7024 13.6391 20.4789
H 20.8264 11.2578 18.0366
H 21.2157 10.4823 19.6794
H 18.6020 9.9478 18.2333
H 18.4055 9.7461 20.6532
H 19.9382 8.9351 20.7062
H 18.5726 8.0991 19.8606
H 20.0788 8.9939 17.0114
H 19.6343 7.8106 18.0172
C 11.5223 10.2907 19.7665
O 12.8962 10.1366 20.1029
C 13.8629 10.8079 19.2988
C 15.2757 10.8182 19.9937
C 15.1905 11.8986 21.0707
N 16.2554 11.2132 18.9557
H 11.1607 9.4684 19.0474
H 11.2406 11.2475 19.2299
H 11.0116 10.2110 20.7026
H 13.8935 10.2798 18.3494
H 13.5974 11.8783 19.1310
H 15.4333 9.8123 20.4136
H 14.8827 12.8702 20.6428
H 16.1530 12.0489 21.5407
H 14.4604 11.6431 21.8813
H 17.1481 11.5737 19.3552
H 16.4125 10.4630 18.3123
C 16.6449 8.0784 15.8957
O 17.0461 9.4409 15.9431
C 17.2502 10.1175 14.6819
C 17.5569 11.6144 14.8925
C 18.8256 11.8461 15.7532
N 16.4174 12.3879 15.5300
H 15.6340 7.9276 15.5073
H 16.6834 7.7827 16.9498
H 17.3889 7.4204 15.4531
H 18.1049 9.7267 14.0925
H 16.3639 10.0586 14.1061
H 17.6299 12.0541 13.8995
H 19.6566 11.1497 15.6197
H 18.5721 11.6655 16.7910
H 19.2085 12.9104 15.6453
H 16.3068 11.9800 16.4786
H 15.5498 12.1049 15.0603
C 11.9832 11.9874 15.1589
O 11.8028 12.2483 16.5376
H 12.9617 11.5354 14.9838
H 11.1872 11.3249 14.7779
H 11.8743 12.8786 14.5261
H 12.5089 12.8380 16.7511
C 12.3784 14.2726 20.4064
O 11.5800 15.0316 21.3040
H 11.7581 13.6842 19.7603
H 12.9523 15.0259 19.8756
H 13.0067 13.5451 20.9301
H 12.2061 15.3169 21.9593
C 13.5863 15.5116 24.2996
O 14.0578 15.7141 22.9518
H 12.9231 16.3798 24.5707
H 12.9427 14.6331 24.1600
H 14.3436 15.3090 25.0504
H 14.9955 15.8442 22.8221
```

# 3
# C6H5N2O5STm

C6H5N2O5STm as an isolated structure in a non-equilibrium geometry (the ωB97M-V functional and the def2-TZVPD basis, the OMol25 dataset).

Summary:
- Molar mass: 386.12 g mol⁻¹
- HOMO (spin up / spin down): -16.857 / -16.835 eV
- Kohn-Sham gap (spin up / spin down): 7.62 / 7.60 eV
- <S²>: 2.00
- E_LUMO (spin up / spin down): -0.3394 / -0.3393 Ha
- Charge: +2
- Multiplicity: 3
- Maximum force: 6.7 eV Å⁻¹

Structure (XYZ):
```
20
C6H5N2O5STm | the OMol25 dataset | the ωB97M-V functional and the def2-TZVPD basis
O -4.5116 0.8255 -2.9312
C -3.5493 0.6442 -2.3139
Tm -0.2910 -0.2333 -0.0667
O -0.5593 0.3248 -3.6981
C -0.5316 0.1945 -2.5527
C 2.1087 -0.0472 -0.3370
O 3.2526 -0.0524 -0.4363
C -0.4650 0.2956 2.2101
O -0.5851 0.5331 3.3481
C 0.0261 2.2385 0.1023
O 0.1488 3.3747 0.2712
H -1.9899 0.3908 0.2742
N 2.9305 -3.5558 1.4965
C 2.2133 -2.4964 2.0238
N 2.8875 -1.7222 2.8915
S 0.5723 -2.2363 1.5400
H 3.5986 -4.0076 2.1186
H 2.4170 -4.1661 0.8455
H 2.4050 -0.9328 3.3402
H 3.6628 -2.1633 3.4160
```

# 4
# C3H8N2

One molecule with the formula C3H8N2 in a non-equilibrium geometry (the ωB97M-V functional and the def2-TZVPD basis, the OMol25 dataset).

Summary:
- Molar mass: 72.11 g mol⁻¹
- HOMO: -9.284 eV
- Kohn-Sham gap: 10.29 eV
- E_LUMO: 0.0371 Ha
- Energy relative to the best compared isomer or geometry (same formula, charge and spin): 91.96 kcal/mol
- Maximum force: 4.5 eV Å⁻¹

Structure (XYZ):
```
13
C3H8N2 | the OMol25 dataset | the ωB97M-V functional and the def2-TZVPD basis
N -0.1971 -1.4385 -0.9440
C 0.0671 0.0498 -1.2256
C 0.3816 0.3706 0.2148
C -0.6998 0.4135 1.3125
N -0.1845 1.6819 0.8753
H 0.0186 -1.9258 -1.9786
H 0.6004 -1.8360 -0.1741
H 0.9914 0.2164 -1.9272
H -0.8684 0.5287 -1.5694
H 1.3583 0.0296 0.6657
H -1.6264 0.0097 0.9199
H -0.4026 -0.1046 2.2611
H 0.5614 2.0048 1.5696
```

# 5
# C8H5F3N2OS2

A 2-piece molecular cluster, C8H5F3N2OS2 overall in a non-equilibrium geometry (the ωB97M-V functional and the def2-TZVPD basis, the OMol25 dataset).

Summary:
- Molar mass: 266.27 g mol⁻¹
- HOMO (spin up / spin down): -9.468 / -7.240 eV
- Kohn-Sham gap (spin up / spin down): 8.25 / 6.09 eV
- E_LUMO (spin up / spin down): -0.0448 / -0.0421 Ha
- Energy relative to the best compared isomer or geometry (same formula, charge and spin): 68.27 kcal/mol
- Maximum force: 3.2 eV Å⁻¹

Structure (XYZ):
```
21
C8H5F3N2OS2 | the OMol25 dataset | the ωB97M-V functional and the def2-TZVPD basis
C -1.6008 1.4047 0.5081
C 1.4826 0.8773 0.7579
C -3.5771 0.4350 0.2631
C 3.5226 0.6586 0.0331
C -1.2180 0.4437 -0.4272
C 1.2263 0.4399 -0.5150
C -0.0188 0.0688 -1.0818
C 0.0636 -2.1059 0.5227
N -2.9293 1.3672 0.8511
N 2.7772 0.9674 1.0393
O -0.1372 -0.5224 -2.2659
F -1.2609 -2.3763 0.6477
F 0.7014 -3.2821 0.3620
F 0.4534 -1.5670 1.6377
S -2.6723 -0.4740 -0.9078
S 2.7272 0.1457 -1.3915
H -0.8204 1.9307 1.0798
H 0.6351 1.1529 1.2976
H -4.5917 0.4259 0.2098
H 4.5671 1.0619 -0.0519
H 0.6698 -1.0520 -2.5689
```

# 6
# C4H12N2

A 3-piece molecular cluster, C4H12N2 overall in a non-equilibrium geometry (the ωB97M-V functional and the def2-TZVPD basis, the OMol25 dataset).

Summary:
- Molar mass: 88.15 g mol⁻¹
- HOMO: -6.748 eV
- Kohn-Sham gap: 7.78 eV
- E_LUMO: 0.0380 Ha
- Energy relative to the best compared isomer or geometry (same formula, charge and spin): 112.50 kcal/mol
- Maximum force: 2.6 eV Å⁻¹

Structure (XYZ):
```
18
C4H12N2 | the OMol25 dataset | the ωB97M-V functional and the def2-TZVPD basis
C -0.2020 0.7133 0.7765
C 0.4971 -0.4318 0.3363
C -0.7534 0.2253 -1.2715
C -1.0012 -1.0915 -1.9750
N 0.3235 1.9589 0.7749
N 1.2501 -0.4904 2.2041
H -1.1335 0.5800 1.3103
H 1.2950 2.0661 0.5213
H -0.0023 2.6054 1.4775
H 2.2557 -0.3719 2.3329
H 0.9959 -1.3530 2.6847
H 0.0315 -1.3980 0.4304
H 1.4259 -0.3429 -0.2070
H -1.6861 0.7608 -1.0856
H -0.0845 0.8897 -1.8201
H -1.5976 -1.7679 -1.3547
H -0.0643 -1.5992 -2.2206
H -1.5499 -0.9530 -2.9145
```

# 7
# C5H8P2

One molecule with the formula C5H8P2 in a non-equilibrium geometry (the ωB97M-V functional and the def2-TZVPD basis, the OMol25 dataset).

Summary:
- Molar mass: 130.07 g mol⁻¹
- HOMO: -8.605 eV
- Kohn-Sham gap: 9.20 eV
- E_LUMO: 0.0219 Ha
- Energy relative to the best compared isomer or geometry (same formula, charge and spin): 29.01 kcal/mol
- Maximum force: 4.3 eV Å⁻¹

Structure (XYZ):
```
15
C5H8P2 | the OMol25 dataset | the ωB97M-V functional and the def2-TZVPD basis
P -2.4559 -0.1995 -1.2594
P -0.3346 0.0134 -1.5911
C 0.1956 0.3807 0.1801
C 1.5240 0.9921 0.3460
C 2.1130 0.3220 1.3378
C 1.2939 -0.7033 1.8370
C 0.0855 -0.7914 1.2123
H -2.7306 -0.8891 -2.4276
H -2.1521 -1.3746 -0.6730
H -0.7054 1.3071 -1.9572
H -0.5683 1.2992 0.2046
H 1.8241 1.6630 -0.3228
H 3.1256 0.4875 1.7668
H 1.4550 -1.3397 2.7119
H -0.7821 -1.4364 1.4090
```

# 8
# C8H9NO3

One molecule with the formula C8H9NO3 in a non-equilibrium geometry (the ωB97M-V functional and the def2-TZVPD basis, the OMol25 dataset).

Summary:
- Molar mass: 167.16 g mol⁻¹
- HOMO (spin up / spin down): -6.771 / -10.193 eV
- Kohn-Sham gap (spin up / spin down): 7.30 / 6.88 eV
- <S²>: 2.02
- E_LUMO (spin up / spin down): 0.0194 / -0.1217 Ha
- Multiplicity: 3
- Energy relative to the best compared isomer or geometry (same formula, charge and spin): 99.12 kcal/mol
- Maximum force: 8.2 eV Å⁻¹

Structure (XYZ):
```
21
C8H9NO3 | the OMol25 dataset | the ωB97M-V functional and the def2-TZVPD basis
C 0.2141 -2.1278 0.5437
C 1.5546 -1.7439 0.4595
C -0.6715 -1.4599 -0.1109
C 1.7657 -0.4665 0.0734
C -0.5618 0.0052 -0.4949
C 0.7328 0.5794 -0.2431
C -1.5200 0.6834 -1.5177
C 1.0855 1.7720 -1.0450
N 3.1429 -0.2394 -0.1998
O 3.5453 0.8964 -0.0187
O 3.9207 -1.0290 -0.6939
O -0.3026 0.7393 0.6966
H -0.0279 -3.1358 1.0558
H 2.3320 -2.3690 0.6731
H -1.6633 -1.9310 -0.2032
H -2.1664 1.4136 -1.0246
H -2.2609 -0.1115 -1.9539
H -0.9034 1.2935 -2.2908
H 0.6451 2.5791 -0.6314
H 0.8759 1.6603 -2.1349
H 2.1888 1.8961 -1.1259
```

# 9
# C11H27BeN2O9

C11H27BeN2O9 as an isolated structure in a non-equilibrium geometry (the ωB97M-V functional and the def2-TZVPD basis, the OMol25 dataset).

Summary:
- Molar mass: 340.35 g mol⁻¹
- HOMO: -1.550 eV
- Kohn-Sham gap: 4.09 eV
- E_LUMO: 0.0932 Ha
- Charge: -1
- Energy relative to the best compared isomer or geometry (same formula, charge and spin): 544.41 kcal/mol
- Maximum force: 13.4 eV Å⁻¹

Structure (XYZ):
```
50
C11H27BeN2O9 | the OMol25 dataset | the ωB97M-V functional and the def2-TZVPD basis
Be 0.5162 -0.2714 -0.3192
C 1.3506 -0.9377 -2.1660
O 1.1375 -1.6647 -1.2339
O 1.0829 0.2031 -1.9382
O 2.3270 -1.0356 -2.8699
O 3.2855 -0.5902 1.8408
C 2.4167 -1.0374 0.8823
O 1.1741 -0.8953 1.0320
O 2.8547 -1.6468 -0.0690
H 4.0790 -0.9444 1.4327
C -1.5422 -3.0049 1.6550
C -1.2537 -1.6718 0.9029
C -0.6991 -0.5898 1.8654
O -0.2947 0.4956 1.1172
C 0.0650 1.7138 1.8536
N -0.2771 -2.0536 -0.1352
H -2.5052 -2.9451 2.1621
H -0.7985 -3.2242 2.4210
H -1.7706 -3.9213 1.1107
H -2.1438 -1.3124 0.3865
H 0.1441 -0.8966 2.4843
H -1.5697 -0.3734 2.4845
H 1.0713 1.6708 2.2701
H -0.5971 1.9185 2.6949
H -0.1442 2.5161 1.1460
H 0.4735 -2.5001 0.3720
H -0.7430 -2.8757 -0.4919
C -1.7480 3.0531 -0.9200
C -1.2957 1.5714 -0.5932
C -1.5542 0.5202 -1.6425
O -0.8101 -0.6570 -1.3485
C -0.9929 -1.7199 -2.2805
N 0.1271 1.6829 -0.3374
H -1.7681 3.7652 -0.0950
H -2.7599 3.1035 -1.3220
H -1.1193 3.4899 -1.6959
H -1.7922 1.2468 0.3213
H -1.2367 0.9487 -2.5931
H -2.6202 0.3338 -1.7734
H -2.0508 -1.9070 -2.4650
H -0.4050 -2.6378 -2.2859
H -0.5676 -1.2263 -3.1543
H 0.3163 2.4447 0.2982
H 0.3349 2.1042 -1.2315
C 1.9572 1.8801 0.5832
O 1.7314 0.7245 -0.2471
H 0.9874 2.1310 1.0129
H 2.6412 1.5004 1.3421
H 2.4312 2.8129 0.2775
H 2.5546 0.7091 -0.7407
```